Entry 1
Formula: C4H4O2
Source: the Open Molecules 2025 dataset
Level of theory: ωB97M-V with the def2-TZVPD basis set

## Properties
2S+1   1
Kohn-Sham gap   9.58 eV
Total charge   0
E_HOMO   -9.5 eV
LUMO level   0.053 eV

Positions of all 10 atoms, in Å:
O: -1.7254 -0.0106 1.4924
O: 0.0162 -0.8768 -1.3131
C: -0.6163 0.2812 -0.7301
C: 0.7326 0.0091 0.9268
C: 0.8470 0.6262 -0.4776
C: -0.7883 -0.0588 0.7457
H: 1.2954 -0.9168 1.0676
H: 0.5657 -0.5498 -2.0517
H: -1.3566 0.7718 -1.3634
H: 1.0298 0.7247 1.7033

Calculated atomic charges, method Löwdin, unit e: atom 1 (O): 0.119, atom 2 (O): 0.001, atom 3 (C): -0.277, atom 4 (C): -0.108, atom 5 (C): 0.116, atom 6 (C): -0.357, atom 7 (H): 0.117, atom 8 (H): 0.115, atom 9 (H): 0.147, atom 10 (H): 0.126



Entry 2
Formula: C4H4O2
Source: the Open Molecules 2025 dataset
Level of theory: ωB97M-V with the def2-TZVPD basis set

## Properties
2S+1   1
Kohn-Sham gap   10.57 eV
Total charge   0
E_HOMO   -10.6 eV
LUMO level   -0.066 eV

Positions of all 10 atoms, in Å:
O: -2.2434 -0.2743 -0.2131
O: 0.0188 -1.6420 -0.2266
C: 1.4342 0.1526 0.2035
C: 0.1427 -0.4378 -0.1186
C: 2.5241 0.5576 0.5205
C: -1.0647 0.4597 -0.3402
H: 3.5013 0.8890 0.8020
H: -1.0669 1.2946 0.3693
H: -0.9551 0.8944 -1.3505
H: -1.9993 -1.1998 -0.3808

Calculated atomic charges, method Löwdin, unit e: atom 1 (O): -0.043, atom 2 (O): 0.105, atom 3 (C): -0.024, atom 4 (C): -0.387, atom 5 (C): 0.159, atom 6 (C): -0.207, atom 7 (H): 0.042, atom 8 (H): 0.132, atom 9 (H): 0.138, atom 10 (H): 0.085



Entry 3
Formula: C4H4O2
Source: the Open Molecules 2025 dataset
Level of theory: ωB97M-V with the def2-TZVPD basis set

## Properties
2S+1   1
Kohn-Sham gap   10.55 eV
Total charge   0
E_HOMO   -9.6 eV
LUMO level   0.968 eV

Positions of all 10 atoms, in Å:
O: 0.6579 -0.8067 -1.2497
O: -0.0118 1.9248 0.9746
C: 1.0340 0.2687 -0.4001
C: -0.1162 1.0275 0.1719
C: 0.2931 -0.9351 0.1078
C: -1.1239 -0.0974 0.1251
H: -1.9490 0.0757 0.8414
H: 0.7142 -1.7582 0.6927
H: 2.0480 0.6413 -0.4140
H: -1.5463 -0.3405 -0.8497

Calculated atomic charges, method Löwdin, unit e: atom 1 (O): 0.005, atom 2 (O): 0.085, atom 3 (C): -0.127, atom 4 (C): -0.404, atom 5 (C): -0.135, atom 6 (C): 0.031, atom 7 (H): 0.125, atom 8 (H): 0.154, atom 9 (H): 0.155, atom 10 (H): 0.111



Entry 4
Formula: C4H4O2
Source: the Open Molecules 2025 dataset
Level of theory: ωB97M-V with the def2-TZVPD basis set

## Properties
2S+1   1
Kohn-Sham gap   9.72 eV
Total charge   0
E_HOMO   -9.4 eV
LUMO level   0.353 eV

Positions of all 10 atoms, in Å:
O: -0.4083 -0.3928 1.5967
O: 1.5897 -1.7985 0.6278
C: -0.8969 0.6066 -0.5189
C: 1.0607 -1.0310 -0.1518
C: -0.0071 -0.1174 0.3122
C: -1.6818 1.3398 -1.0857
H: 0.5333 0.9601 -0.1270
H: 1.4084 -0.8669 -1.1809
H: 0.2432 -1.0399 1.9426
H: -1.8412 2.3401 -1.4149

Calculated atomic charges, method Löwdin, unit e: atom 1 (O): 0.053, atom 2 (O): 0.060, atom 3 (C): -0.147, atom 4 (C): -0.198, atom 5 (C): -0.394, atom 6 (C): 0.117, atom 7 (H): 0.227, atom 8 (H): 0.137, atom 9 (H): 0.108, atom 10 (H): 0.036



Which structure is most stable? entry 2, by 70.7 kJ/mol over the runner-up.



Entry 1
Formula: C4H4O2
Source: the Open Molecules 2025 dataset
Level of theory: ωB97M-V with the def2-TZVPD basis set

## Properties
2S+1   1
Kohn-Sham gap (alpha / beta)   7.82 / 7.83 eV
Total charge   0
E_HOMO (alpha / beta)   -7.9 / -7.9 eV
LUMO level (alpha / beta)   -0.081 / -0.080 eV

Positions of all 10 atoms, in Å:
O: -1.6412 1.2686 0.4049
O: 0.9039 3.0683 2.0542
C: -0.0429 -0.6328 0.2815
C: -0.6089 0.5465 1.0074
C: 0.1553 2.5640 1.3270
C: -0.4422 1.9617 0.2558
H: -0.1257 -0.5742 -0.8099
H: -0.1813 2.1925 -0.7749
H: -0.5717 -1.5205 0.6315
H: 1.0040 -0.7436 0.5575

Calculated atomic charges, method Löwdin, unit e: atom 1 (O): -0.015, atom 2 (O): 0.224, atom 3 (C): -0.088, atom 4 (C): -0.183, atom 5 (C): -0.068, atom 6 (C): -0.261, atom 7 (H): 0.081, atom 8 (H): 0.159, atom 9 (H): 0.076, atom 10 (H): 0.076



Entry 2
Formula: C4H4O2
Source: the Open Molecules 2025 dataset
Level of theory: ωB97M-V with the def2-TZVPD basis set

## Properties
2S+1   1
Kohn-Sham gap   10.33 eV
Total charge   0
E_HOMO   -10.1 eV
LUMO level   0.231 eV

Positions of all 10 atoms, in Å:
O: -0.8147 -0.4905 0.6670
O: -1.8777 0.6957 -0.9240
C: -1.8406 -0.2083 -0.1230
C: 2.1121 -0.4514 -0.4483
C: 1.4305 -0.6916 0.5425
C: 0.3302 0.3517 0.5083
H: 2.6176 -0.2889 -1.3601
H: 0.4624 0.9271 1.3973
H: -2.6512 -0.9329 0.0930
H: 0.2313 1.0890 -0.3526

Calculated atomic charges, method Löwdin, unit e: atom 1 (O): -0.032, atom 2 (O): 0.055, atom 3 (C): -0.345, atom 4 (C): 0.156, atom 5 (C): -0.058, atom 6 (C): -0.229, atom 7 (H): 0.054, atom 8 (H): 0.109, atom 9 (H): 0.151, atom 10 (H): 0.138



Which structure is most stable? entry 2, by 79.6 kJ/mol over the runner-up.